121
Properties=species:S:1:pos:R:3:mulliken_charge:R:1 method="wB97M-V/def2-TZVPD" total_charge=+2 e_tot_ev=-104068.137 lumo_ev=-4.82 fmax_ev_per_a=0.161 relative_energy_kcal_mol=42.19
Pb 0.4687 0.5432 -1.0110 1.00
C 3.2938 1.1427 -4.4312 -1.00
C 2.8325 2.5245 -4.8529 0.12
C 3.0009 3.4087 -3.6255 -1.03
C 2.3056 2.9625 -2.5885 -0.08
N 1.6128 1.6833 -2.8767 1.85
C 2.6145 0.7195 -3.3881 -0.65
C 1.9584 3.6301 -1.3288 0.06
C 2.4505 4.8939 -1.0099 -0.78
C 1.9639 5.5334 0.1127 -1.04
C 0.9928 4.9062 0.8848 -0.48
C 0.5841 3.6402 0.5187 -0.57
N 1.0681 3.0078 -0.5519 0.75
H 4.0592 0.5924 -4.9558 0.43
H 3.3184 2.9086 -5.7406 0.77
H 3.5649 4.3280 -3.6638 0.50
H 2.6724 -0.2397 -2.8975 0.49
H 3.1758 5.3761 -1.6495 0.48
H 2.3188 6.5222 0.3716 0.49
H 0.5610 5.3855 1.7507 0.52
H -0.1604 3.1031 1.0926 0.39
C 4.3721 2.0401 1.9227 -1.12
C 4.9061 0.8038 1.5933 -0.92
C 4.0807 -0.3070 1.5986 -1.37
C 2.7379 -0.1473 1.9309 0.32
N 2.2368 1.0337 2.3005 1.22
C 3.0386 2.0996 2.2851 -0.47
C 1.7741 -1.2757 1.8920 0.66
C 2.0447 -2.4030 1.1167 -0.74
C 1.1723 -3.4795 1.0789 -1.20
C 0.0006 -3.4441 1.8162 -0.69
C -0.2986 -2.3170 2.5679 -0.94
C 0.5695 -1.2303 2.5997 1.15
H 4.9778 2.9353 1.9225 0.57
H 5.9538 0.7039 1.3422 0.50
H 4.4812 -1.2836 1.3687 0.61
H 2.5870 3.0410 2.5719 0.32
H 2.9503 -2.4416 0.5259 0.34
H 1.4120 -4.3442 0.4746 0.44
H -0.6869 -4.2791 1.8010 0.48
H -1.2249 -2.3001 3.1260 0.02
C -1.7852 -0.3088 4.8743 -1.25
C -3.1209 0.1209 4.2727 -0.66
C -3.4650 -0.4439 2.9015 -1.22
Sb -2.4945 0.2312 1.0627 -0.49
C -4.0059 1.6098 0.5092 0.92
C -4.3404 1.7581 -0.8353 -0.31
C -5.3080 2.6770 -1.2141 -0.81
C -5.9372 3.4622 -0.2574 -0.73
C -5.6048 3.3239 1.0822 -0.77
C -4.6413 2.3990 1.4643 -0.46
C -3.2427 -1.4876 0.0446 1.13
C -2.3744 -2.4824 -0.3990 -0.99
C -2.8703 -3.6862 -0.8899 -0.47
C -4.2393 -3.9077 -0.9198 -0.96
C -5.1132 -2.9148 -0.4914 -0.63
C -4.6195 -1.7076 -0.0190 -0.52
Sb 0.0614 0.2862 3.9825 1.68
C -0.1486 2.3796 3.8744 1.41
C 0.8333 3.1542 4.4862 -1.10
C 0.6252 4.5151 4.6707 -0.88
C -0.5578 5.1038 4.2458 -1.02
C -1.5260 4.3387 3.6097 -0.63
C -1.3264 2.9766 3.4319 -0.19
C 1.4149 -0.0399 5.5462 1.37
C 2.3383 -1.0775 5.4689 -0.52
C 3.1820 -1.3278 6.5425 -0.88
C 3.0970 -0.5519 7.6890 -0.62
C 2.1662 0.4756 7.7720 -0.83
C 1.3234 0.7345 6.7022 -0.73
H -1.7273 -1.3913 5.0027 0.76
H -1.6796 0.1184 5.8754 0.73
H -3.1975 1.2088 4.2910 0.14
H -3.8886 -0.2229 4.9735 0.54
H -4.5200 -0.2628 2.6876 0.94
H -3.3357 -1.5287 2.8872 0.82
H -3.8450 1.1674 -1.5970 0.28
H -5.5671 2.7794 -2.2602 0.53
H -6.6909 4.1790 -0.5552 0.41
H -6.1029 3.9268 1.8304 0.46
H -4.4167 2.2828 2.5205 0.29
H -1.3018 -2.3273 -0.3756 0.63
H -2.1864 -4.4476 -1.2438 0.54
H -4.6277 -4.8499 -1.2846 0.44
H -6.1822 -3.0801 -0.5291 0.49
H -5.3109 -0.9349 0.2982 0.42
H 1.7460 2.7003 4.8507 0.76
H 1.3827 5.1109 5.1633 0.47
H -0.7251 6.1605 4.4096 0.44
H -2.4434 4.7955 3.2612 0.55
H -2.0880 2.3992 2.9247 -0.16
H 2.4043 -1.6977 4.5828 0.38
H 3.9010 -2.1338 6.4845 0.44
H 3.7535 -0.7518 8.5252 0.42
H 2.0943 1.0729 8.6709 0.45
H 0.5985 1.5370 6.7807 0.44
N -1.4862 -0.7603 -5.3060 -0.10
C -1.5401 -0.9918 -4.0010 0.32
S -0.0830 -1.3607 -3.1457 -0.44
N -2.7122 -0.9889 -3.3771 1.14
C -3.9941 -0.7562 -3.9772 -0.09
C -4.2592 0.4298 -4.6479 0.56
C -5.5165 0.6271 -5.2034 -0.87
C -6.5030 -0.3378 -5.0651 -0.67
C -6.2319 -1.5123 -4.3754 -0.81
C -4.9740 -1.7288 -3.8361 -0.57
H -0.5943 -0.7915 -5.7689 0.32
H -2.3190 -0.5901 -5.8512 0.23
H -2.6982 -1.3120 -2.4178 -0.97
H -3.5072 1.2032 -4.7189 0.10
H -5.7211 1.5462 -5.7361 0.50
H -7.4821 -0.1767 -5.4953 0.43
H -6.9978 -2.2688 -4.2690 0.45
H -4.7434 -2.6476 -3.3133 0.63
O -1.2730 1.5728 -1.8213 0.47
N -1.5869 1.9307 -3.0450 -0.78
C -0.7133 2.0878 -3.9838 0.15
C -1.3298 2.4432 -5.2431 -0.52
N -1.8778 2.6810 -6.2238 -0.61
C 0.7641 2.0409 -4.0484 1.00
N 1.3629 2.4391 -5.0814 -0.75



123
Properties=species:S:1:pos:R:3:mulliken_charge:R:1 method="wB97M-V/def2-TZVPD" e_tot_ev=-156079.839 lumo_ev=-0.06 fmax_ev_per_a=0.655 relative_energy_kcal_mol=0.00
Rb 0.1577 -0.2404 -0.3303 1.66
C -0.0864 3.9739 2.1160 -1.71
Si 0.7361 2.2953 1.6752 0.38
C 0.9315 1.5810 3.5079 -0.08
C 1.6126 2.3740 4.4462 -0.48
C 1.7830 2.0077 5.7694 -1.07
C 1.2597 0.8027 6.2275 -0.86
C 0.5732 -0.0046 5.3415 -0.46
C 0.4134 0.3680 4.0032 0.55
P -0.4476 -0.7793 2.8653 0.56
C 0.7080 -2.2021 2.6818 0.84
C 0.3795 -3.1789 1.7388 -0.04
C 1.2508 -4.2145 1.4371 -0.42
C 2.4911 -4.2803 2.0625 -1.18
C 2.8378 -3.3125 2.9940 -0.01
C 1.9513 -2.2878 3.2990 -0.99
C -1.7791 -1.5025 3.8955 0.29
C -2.9306 -0.7400 4.0955 -0.76
C -3.9830 -1.2298 4.8499 -0.60
C -3.9101 -2.5015 5.4078 -0.44
C -2.7757 -3.2716 5.2102 -0.73
C -1.7151 -2.7711 4.4632 -0.16
C 2.5910 2.8742 1.4703 0.36
C 2.9633 4.2255 1.4594 -0.36
C 4.2723 4.6405 1.2591 -0.81
C 5.2826 3.7060 1.0770 -0.92
C 4.9540 2.3613 1.0837 -0.21
C 3.6358 1.9516 1.2552 -0.27
P 3.2201 0.1626 1.2848 2.24
C 4.5253 -0.4798 2.4060 0.09
C 5.6489 -1.1951 2.0129 -0.15
C 6.5441 -1.6869 2.9576 -0.68
C 6.3273 -1.4642 4.3075 -0.69
C 5.2080 -0.7425 4.7105 -0.47
C 4.3149 -0.2614 3.7695 -0.49
C 3.7743 -0.4720 -0.3483 -0.14
C 4.1612 0.3438 -1.4066 -0.89
C 4.6044 -0.2102 -2.6028 -0.69
C 4.6696 -1.5854 -2.7534 -0.63
C 4.2342 -2.4106 -1.7215 -0.77
C 3.7794 -1.8578 -0.5362 0.09
H 0.4021 4.5445 2.9123 0.43
H -1.1119 3.7767 2.4405 0.31
H -0.1558 4.6200 1.2370 0.31
H 2.0298 3.3189 4.1134 0.28
H 2.3210 2.6600 6.4467 0.43
H 1.3804 0.5044 7.2613 0.41
H 0.1521 -0.9407 5.6942 0.44
H -0.5816 -3.1377 1.2363 0.06
H 0.9642 -4.9642 0.7099 0.41
H 3.1829 -5.0765 1.8190 0.35
H 3.8071 -3.3346 3.4766 0.34
H 2.2430 -1.5349 4.0179 0.57
H -3.0077 0.2494 3.6585 0.43
H -4.8638 -0.6195 4.9997 0.41
H -4.7340 -2.8851 5.9950 0.38
H -2.7048 -4.2603 5.6444 0.40
H -0.8280 -3.3766 4.3281 0.41
H 2.2034 4.9793 1.6254 0.32
H 4.5077 5.6982 1.2615 0.40
H 6.3094 4.0199 0.9406 0.39
H 5.7395 1.6221 0.9591 0.42
H 5.8411 -1.3754 0.9625 0.38
H 7.4127 -2.2414 2.6262 0.42
H 7.0239 -1.8478 5.0417 0.37
H 5.0240 -0.5563 5.7608 0.46
H 3.4393 0.2875 4.1005 -0.01
H 4.1417 1.4195 -1.2823 0.42
H 4.9192 0.4436 -3.4065 0.42
H 5.0371 -2.0171 -3.6749 0.46
H 4.2576 -3.4882 -1.8319 0.45
H 3.4465 -2.5103 0.2661 -0.05
O -5.2942 3.4005 -4.7147 -0.50
C -4.2537 4.1131 -4.0708 -0.64
C -3.3615 3.1470 -3.3370 0.41
C -2.1208 3.5484 -2.8674 -1.08
C -1.3430 2.6495 -2.1558 -0.61
N -1.7266 1.3994 -1.9138 0.61
C -2.9164 1.0109 -2.3659 -0.75
C -3.7709 1.8452 -3.0739 -0.71
C -3.3226 -0.4093 -2.0379 1.43
C -4.2946 -1.0635 -2.7773 -0.72
C -4.6700 -2.3570 -2.4174 0.59
C -5.7203 -3.0809 -3.2201 -0.82
O -6.9628 -2.3974 -3.2050 -0.54
C -4.0646 -2.9216 -1.3110 -0.87
C -3.0885 -2.1971 -0.6357 -0.24
N -2.7019 -0.9820 -0.9994 0.03
H -5.8755 4.0288 -5.1471 0.31
H -4.6632 4.8278 -3.3462 0.30
H -3.6540 4.6782 -4.7931 0.34
H -1.7514 4.5520 -3.0378 0.43
H -0.3812 2.9422 -1.7492 0.49
H -4.7427 1.5151 -3.4037 0.55
H -4.7548 -0.5926 -3.6347 0.37
H -5.8176 -4.1139 -2.8691 0.40
H -5.4176 -3.1195 -4.2683 0.15
H -7.2542 -2.3203 -2.2909 0.35
H -4.3264 -3.9172 -0.9757 0.43
H -2.5984 -2.6175 0.2362 0.09
C 1.9791 -2.4116 -4.8163 -1.43
As 0.9519 -1.5516 -3.3972 0.48
C -0.2688 -0.5924 -4.6040 -1.15
C -0.2510 -3.0579 -2.9128 0.46
C -0.7951 -3.8796 -4.0358 0.11
C -1.9560 -3.4937 -4.7039 0.09
C -2.4493 -4.2378 -5.7649 -1.04
C -1.7916 -5.3890 -6.1765 -0.51
C -0.6382 -5.7857 -5.5162 -0.67
C -0.1454 -5.0364 -4.4575 -0.24
H 1.3141 -2.8554 -5.5553 0.49
H 2.6332 -3.1724 -4.3946 0.34
H 2.5997 -1.6465 -5.2830 0.43
H -0.5838 -1.2284 -5.4307 0.38
H 0.2632 0.2760 -4.9945 0.51
H -1.1446 -0.2397 -4.0596 0.08
H -1.0655 -2.5987 -2.3459 -0.96
H 0.3158 -3.6755 -2.2094 0.54
H -2.4720 -2.5958 -4.3862 0.59
H -3.3496 -3.9160 -6.2731 0.42
H -2.1757 -5.9723 -7.0023 0.40
H -0.1191 -6.6840 -5.8242 0.40
H 0.7566 -5.3566 -3.9486 0.38



139
Properties=species:S:1:pos:R:3:mulliken_charge:R:1 method="wB97M-V/def2-TZVPD" total_charge=+1 e_tot_ev=-104978.972 lumo_ev=-3.23 fmax_ev_per_a=5.385 relative_energy_kcal_mol=0.00
Li 20.5301 26.7562 14.9692 0.90
Li 19.7872 27.5681 12.3200 0.95
C 17.5492 27.4279 14.1829 -1.03
O 17.1231 26.3001 13.4562 1.00
O 18.8148 27.5609 14.1847 -0.71
C 16.8000 28.6755 13.7763 0.39
F 16.6919 28.7849 12.4029 0.11
F 15.5517 28.6611 14.2529 -0.19
F 17.4147 29.8463 14.1978 -0.07
C 15.8247 25.8604 13.7485 1.05
C 15.5134 24.6265 12.9460 -1.02
H 14.5165 24.2715 13.2012 -0.06
H 15.4854 24.8910 11.8785 0.20
H 16.2668 23.8414 13.0401 0.37
H 15.1008 26.6408 13.4956 -1.02
H 15.6774 25.6582 14.8242 0.21
H 17.1424 27.2429 15.2141 0.18
C 14.3932 25.2748 7.1047 -0.49
C 13.9775 26.5259 6.6966 -0.70
C 14.7900 27.5958 7.0080 -0.33
C 15.9754 27.4208 7.7038 -0.31
C 16.3734 26.1894 8.1295 0.91
C 15.6311 25.0995 7.7282 -0.74
N 16.8374 28.5511 7.9519 1.10
O 18.0130 28.2782 8.1287 -0.55
O 16.3523 29.6619 7.9848 -0.60
H 13.7559 24.4167 6.9036 0.42
H 13.0303 26.7033 6.2172 0.44
H 14.4989 28.5971 6.6923 0.43
H 17.2944 26.0739 8.6878 -0.03
H 16.0164 24.1244 8.0011 0.47
C 14.9379 20.0182 15.9852 -0.68
C 16.2694 19.9082 15.6927 -0.46
C 16.6301 19.7617 14.3675 -0.42
C 15.6902 19.9554 13.3765 0.09
C 14.3713 20.1644 13.6689 -0.37
C 13.9937 20.1939 14.9936 -0.31
N 16.0985 19.8916 11.9988 1.12
O 15.3463 20.2980 11.1917 -0.64
O 17.1872 19.4823 11.7684 -0.66
H 14.5535 19.8943 16.9949 0.42
H 17.0116 19.6734 16.4436 0.56
H 17.6581 19.5283 14.1194 0.47
H 13.5945 20.3840 12.9523 0.45
H 12.9567 20.4252 15.1784 0.40
C 8.7075 24.9364 11.6618 -0.49
C 10.0934 25.0220 11.5881 -0.61
C 10.8746 24.3606 12.4851 0.43
C 10.2937 23.6688 13.5146 -0.14
C 8.9338 23.5807 13.6022 -0.36
C 8.1452 24.2548 12.7241 -0.60
N 11.0741 22.8404 14.3895 1.12
O 12.2611 22.8406 14.3890 -0.43
O 10.4550 22.1314 15.0938 -0.67
H 8.1483 25.3665 10.8415 0.41
H 10.5038 25.5203 10.7205 0.43
H 11.9490 24.4081 12.4161 0.13
H 8.4590 23.0290 14.4040 0.49
H 7.0738 24.2248 12.8875 0.39
C 17.9343 33.9685 13.1457 -0.67
C 17.8159 32.6632 12.6768 -0.36
C 16.7549 32.3114 11.8469 0.07
C 15.9023 33.3049 11.3964 -0.58
C 16.0571 34.6218 11.8237 -0.42
C 17.0766 34.9575 12.7056 -0.66
N 14.8625 32.9964 10.3932 1.12
O 14.2745 33.8996 9.9352 -0.64
O 14.5983 31.8384 10.1654 -0.61
H 18.7297 34.2066 13.8450 0.48
H 18.4790 31.8822 13.0262 0.57
H 16.6674 31.3110 11.4441 0.68
H 15.4070 35.4108 11.4651 0.48
H 17.2483 35.9774 13.0128 0.41
N 21.9286 32.3621 15.1514 -0.60
C 21.1756 32.8851 16.1231 -0.34
C 19.9806 32.3190 16.5453 -0.60
C 19.4897 31.1995 15.8693 -0.32
C 20.2643 30.6873 14.8092 0.19
C 21.4744 31.2855 14.5347 -0.31
H 21.6545 33.7125 16.6408 0.41
H 19.3846 32.7519 17.3448 0.40
H 18.5272 30.7812 16.1360 0.48
H 19.9317 29.7853 14.2999 0.37
H 22.1254 30.8781 13.7664 0.32
N 20.0776 29.3093 11.3204 0.83
C 19.0970 29.8751 10.6454 -0.20
C 19.2133 31.1456 10.0627 -0.85
C 20.4681 31.7021 9.9551 -0.61
C 21.5415 31.0032 10.4604 -0.85
C 21.2766 29.8669 11.2141 -0.83
H 18.1130 29.4225 10.6619 0.50
H 18.3128 31.5872 9.6557 0.62
H 20.6596 32.6085 9.3913 0.48
H 22.5501 31.3738 10.3595 0.47
H 22.0765 29.3474 11.7394 0.52
N 19.5444 26.2906 10.7300 0.12
C 19.0185 25.0941 10.9101 -0.16
C 19.0217 24.1545 9.9261 -1.08
C 19.5629 24.4785 8.6891 -0.36
C 20.0776 25.7426 8.5015 -0.93
C 20.1024 26.5965 9.5720 0.00
H 18.6702 24.9321 11.9202 0.40
H 18.6314 23.1658 10.0958 0.61
H 19.5651 23.7314 7.9036 0.43
H 20.4514 26.0648 7.5370 0.44
H 20.4884 27.6014 9.4727 0.37
N 12.9354 25.8769 17.8666 -0.62
C 13.5190 27.0518 17.8760 -0.38
C 13.5988 27.8925 16.7844 -0.63
C 13.0846 27.4156 15.5958 0.07
C 12.5445 26.1530 15.5280 0.36
C 12.4627 25.4386 16.7117 -0.41
H 13.8394 27.3797 18.8637 0.39
H 14.0479 28.8722 16.8224 0.43
H 13.2147 28.0255 14.7037 0.14
H 12.0577 25.7822 14.6350 0.07
H 12.0722 24.4230 16.7208 0.48
N 20.1461 24.8425 15.6409 -0.23
C 20.8801 24.2403 16.5860 -0.09
C 20.4659 23.1435 17.2735 -0.73
C 19.2933 22.5510 16.8838 -0.12
C 18.6192 23.0383 15.7725 -1.14
C 19.0521 24.2148 15.2310 -0.05
H 21.8632 24.6603 16.7830 0.37
H 21.0340 22.8005 18.1239 0.41
H 18.9160 21.6588 17.3712 0.43
H 17.6216 22.6780 15.5575 0.47
H 18.4423 24.7445 14.4977 0.63
N 12.4249 26.9896 12.2895 0.35
C 13.5551 27.4773 11.8373 -1.33
C 13.8044 28.8260 11.6210 -0.02
C 12.8777 29.7051 12.1291 -0.28
C 11.6736 29.1982 12.5782 -0.99
C 11.4846 27.8453 12.6455 -0.37
H 14.2843 26.7399 11.5030 0.67
H 14.7584 29.1095 11.2106 0.77
H 13.0184 30.7719 11.9988 0.43
H 10.8806 29.8906 12.8390 0.42
H 10.6285 27.3751 13.1169 0.29